Computed, not measured: a molecular structure, C14H28Cl2LaNOP2, with ωB97M-V/def2-TZVPD.

Total charge   +2
Molar mass   498.1 g mol⁻¹
Energy above the lowest of the compared OMol25 structures with the same formula, charge and spin   14.6 kcal/mol
E_HOMO   -13.86 eV
Frontier orbital gap   0.2582 Ha

Cartesian coordinates (Å):
C  1.31  0.10  -6.57
C  0.88  0.40  -5.15
H  2.40  0.09  -6.66
H  0.88  0.83  -7.28
H  0.91  -0.89  -6.86
O  1.58  0.53  -4.15
Cl  -0.91  0.53  -4.98
La  0.50  0.16  -1.37
P  -0.16  2.87  -0.50
C  0.97  3.97  0.38
C  0.04  3.35  -2.29
H  -0.13  4.41  -2.44
H  -2.05  4.57  -0.36
H  -0.69  2.80  -2.91
H  -2.59  2.90  -0.67
H  1.99  3.71  0.07
H  1.09  3.15  -2.58
C  -1.86  3.52  -0.12
H  0.85  5.04  0.25
H  -2.01  3.38  0.96
H  0.84  3.76  1.44
P  0.12  -2.55  -0.14
C  1.32  -3.47  0.87
C  -1.51  -3.31  0.35
H  -0.39  -2.88  -2.53
H  0.26  -4.38  -1.88
H  1.39  -3.06  -2.17
C  0.36  -3.30  -1.84
H  -2.29  -2.87  -0.29
H  -1.62  -4.40  0.30
H  1.28  -4.55  0.90
H  1.17  -3.12  1.90
H  -1.68  -3.02  1.40
H  2.32  -3.19  0.53
Cl  -1.99  -0.07  -1.50
N  -0.95  0.31  1.86
C  -0.49  -0.06  3.15
C  0.90  -0.27  3.32
C  1.40  -0.76  4.53
C  0.56  -0.95  5.61
C  -0.82  -0.69  5.49
C  -1.34  -0.26  4.26
H  -1.03  1.32  1.90
H  -1.87  -0.07  1.59
H  1.55  -0.19  2.45
H  2.47  -1.03  4.62
H  0.94  -1.30  6.59
H  -1.49  -0.89  6.33
H  -2.44  -0.18  4.19

Partial atomic charges computed with the Mulliken method, in multiples of e: number 1, C, carries -1.056; number 2, C, carries 0.760; number 3, H, carries 0.318; number 4, H, carries 0.357; number 5, H, carries 0.347; number 6, O, carries -0.568; number 7, Cl, carries -0.123; number 8, La, carries 1.559; number 9, P, carries 0.415; number 10, C, carries -1.139; number 11, C, carries -1.170; number 12, H, carries 0.422; number 13, H, carries 0.433; number 14, H, carries 0.344; number 15, H, carries 0.338; number 16, H, carries 0.351; number 17, H, carries 0.418; number 18, C, carries -1.152; number 19, H, carries 0.405; number 20, H, carries 0.387; number 21, H, carries 0.349; number 22, P, carries 0.461; number 23, C, carries -1.101; number 24, C, carries -1.139; number 25, H, carries 0.399; number 26, H, carries 0.375; number 27, H, carries 0.415; number 28, C, carries -1.229; number 29, H, carries 0.317; number 30, H, carries 0.439; number 31, H, carries 0.406; number 32, H, carries 0.318; number 33, H, carries 0.352; number 34, H, carries 0.351; number 35, Cl, carries -0.426; number 36, N, carries -0.145; number 37, C, carries 0.094; number 38, C, carries -0.170; number 39, C, carries -0.621; number 40, C, carries -0.419; number 41, C, carries -0.453; number 42, C, carries -0.346; number 43, H, carries 0.112; number 44, H, carries 0.282; number 45, H, carries 0.282; number 46, H, carries 0.351; number 47, H, carries 0.383; number 48, H, carries 0.372; number 49, H, carries 0.344


Computed, not measured: a gas-phase ion, C5H7N2 (charge +1), with ωB97M-V/def2-TZVPD.

Total charge   +1
SMILES string   [NH3+]C1=C=C=NCC1
Molar mass   95.1 g mol⁻¹
Energy above the lowest of the compared OMol25 structures with the same formula, charge and spin   194.1 kcal/mol
E_HOMO (spin up / spin down)   -13.73 / -14.02 eV
Frontier orbital gap (spin up / spin down)   0.3182 / 0.3116 Ha

Cartesian coordinates (Å):
N  1.99  -0.25  -0.03
C  0.65  0.36  -0.39
C  0.31  1.67  -0.21
C  -0.83  1.99  0.24
N  -1.54  1.10  1.26
C  -1.57  -0.17  0.57
C  -0.59  -0.46  -0.67
H  1.94  -0.87  0.82
H  2.64  0.47  0.07
H  2.39  -0.83  -0.78
H  -2.59  -0.50  0.24
H  -1.31  -0.81  1.39
H  -1.11  -0.11  -1.70
H  -0.38  -1.59  -0.79

Partial atomic charges computed with the Mulliken method, in multiples of e: number 1, N, carries -0.230; number 2, C, carries 0.032; number 3, C, carries -0.065; number 4, C, carries 0.043; number 5, N, carries -0.220; number 6, C, carries -0.431; number 7, C, carries -0.581; number 8, H, carries 0.396; number 9, H, carries 0.355; number 10, H, carries 0.388; number 11, H, carries 0.319; number 12, H, carries 0.358; number 13, H, carries 0.308; number 14, H, carries 0.328


Computed, not measured: a molecular structure, C4H7AsN2PtS5Te, with ωB97M-V/def2-TZVPD.

2S+1   3
Total charge   -2
Molar mass   641.0 g mol⁻¹
Energy above the lowest of the compared OMol25 structures with the same formula, charge and spin   24.1 kcal/mol
E_HOMO (spin up / spin down)   -1.09 / -1.14 eV
Frontier orbital gap (spin up / spin down)   0.1893 / 0.1887 Ha

Cartesian coordinates (Å):
Pt  -0.14  -0.77  0.19
S  -1.60  -4.11  3.35
As  -0.26  -3.13  2.04
S  -0.04  -1.01  2.62
S  -1.10  -2.99  0.00
S  1.62  -4.12  2.02
N  3.88  -1.26  -0.17
N  2.51  -1.69  -0.23
H  4.34  -1.63  0.67
H  3.86  -0.25  -0.08
H  2.09  -1.68  0.71
H  2.50  -2.66  -0.52
Te  0.77  0.93  -1.43
C  -0.87  2.22  -1.38
C  -2.01  2.07  -0.63
C  -2.95  3.10  -0.81
C  -2.54  4.04  -1.70
S  -0.97  3.68  -2.32
H  -2.14  1.22  0.02
H  -3.91  3.13  -0.32
H  -3.05  4.92  -2.03

Partial atomic charges computed with the Mulliken method, in multiples of e: number 1, Pt, carries 0.584; number 2, S, carries -0.643; number 3, As, carries 0.495; number 4, S, carries -0.644; number 5, S, carries -0.592; number 6, S, carries -0.659; number 7, N, carries -0.624; number 8, N, carries -0.214; number 9, H, carries 0.224; number 10, H, carries 0.215; number 11, H, carries 0.153; number 12, H, carries 0.229; number 13, Te, carries -0.133; number 14, C, carries -0.026; number 15, C, carries -0.177; number 16, C, carries -0.690; number 17, C, carries -0.391; number 18, S, carries -0.189; number 19, H, carries 0.382; number 20, H, carries 0.341; number 21, H, carries 0.359


Computed, not measured: a gas-phase ion, C4H11NOS2 (charge +1), with ωB97M-V/def2-TZVPD.

2S+1   2
Total charge   +1
Molar mass   153.3 g mol⁻¹
Energy above the lowest of the compared OMol25 structures with the same formula, charge and spin   25.7 kcal/mol
E_HOMO (spin up / spin down)   -13.67 / -13.24 eV
Frontier orbital gap (spin up / spin down)   0.3640 / 0.1887 Ha

Cartesian coordinates (Å):
N  1.33  -0.90  1.57
C  -0.03  -0.77  1.24
C  -0.80  0.10  2.25
O  -1.84  -0.69  2.76
C  -0.32  -0.10  -0.20
S  0.14  -1.21  -1.52
S  1.42  -0.25  -2.73
C  0.54  1.02  -3.65
H  1.86  -1.50  0.96
H  1.87  -0.05  1.71
H  -0.57  -1.72  1.19
H  -1.07  1.08  1.84
H  -0.08  0.38  3.02
H  -2.28  -0.21  3.48
H  -1.41  0.01  -0.25
H  0.11  0.89  -0.23
H  1.27  1.82  -3.80
H  0.12  0.73  -4.60
H  -0.29  1.38  -3.04

Partial atomic charges computed with the Mulliken method, in multiples of e: number 1, N, carries -0.521; number 2, C, carries 0.097; number 3, C, carries -0.682; number 4, O, carries -0.504; number 5, C, carries -0.940; number 6, S, carries 0.176; number 7, S, carries 0.160; number 8, C, carries -0.708; number 9, H, carries 0.271; number 10, H, carries 0.248; number 11, H, carries 0.459; number 12, H, carries 0.395; number 13, H, carries 0.359; number 14, H, carries 0.318; number 15, H, carries 0.465; number 16, H, carries 0.476; number 17, H, carries 0.324; number 18, H, carries 0.338; number 19, H, carries 0.270


Strongest force on any atom (computed, eV Å⁻¹): 2.5 6.3 1.5 1.4